Record 1
The following is a DFT calculation (ωB97M-V/def2-TZVPD) of a single C5H10O3 molecule.

XYZ file:
```
18
Properties=species:S:1:pos:R:3:forces:R:3:lowdin_charge:R:1
C 0.857 1.657 0.536 -0.0823 -0.1761 -0.0559 -0.071
C 0.997 -0.746 -0.612 -0.3137 0.2776 0.1419 -0.172
C 1.859 -0.328 -1.537 -0.0724 0.0209 0.0651 -0.030
O 0.357 0.326 0.562 -0.1901 -0.1215 -0.3132 -0.214
H 1.146 -1.626 -0.006 -0.0235 0.0117 -0.0205 0.121
H 1.866 1.637 0.118 -0.0375 -0.0183 0.0024 0.082
H 0.886 2.035 1.559 0.0042 -0.0194 -0.0528 0.093
H 0.216 2.292 -0.080 0.0015 -0.0417 0.0247 0.092
H 2.772 -0.887 -1.679 -0.0534 -0.0141 0.0375 0.049
H 1.671 0.532 -2.165 -0.0219 0.0056 0.0196 0.062
C -1.842 -0.781 1.207 0.0592 -0.0022 -0.0493 0.015
C -1.340 0.163 0.150 0.2964 0.0143 -0.1849 -0.506
O -0.664 -0.769 -1.085 0.1103 0.1909 0.3301 -0.024
O -1.855 1.163 -0.237 0.2516 -0.2656 0.0688 0.105
H -0.985 -1.681 -1.144 0.0299 0.0868 0.0556 0.118
H -1.127 -1.571 1.425 -0.0099 0.0282 -0.0205 0.085
H -2.024 -0.206 2.115 0.0102 -0.0074 -0.0474 0.099
H -2.789 -1.209 0.873 0.0416 0.0304 -0.0012 0.097
```
Positions in Å, forces in eV/Å.

Summary:
energy relative to the best compared isomer or geometry (same formula, charge and spin)	113.3	kcal/mol
E	-11485.2754	eV
E_HOMO	-8.17	eV
max |F|	0.009	Eh/bohr

=====

Record 2
The following is a DFT calculation (ωB97M-V/def2-TZVPD) of 2 unconnected molecules or ions with the total composition C5H10O3 at a distorted geometry.

XYZ file:
```
18
Properties=species:S:1:pos:R:3:forces:R:3:lowdin_charge:R:1
C 0.903 -0.441 1.113 -1.9220 1.1557 2.0266 0.017
C 1.371 0.477 0.270 -0.0793 0.7633 0.0941 -0.485
C 2.453 0.186 -0.718 1.5866 -0.8725 1.6316 -0.029
O 0.989 1.754 0.140 0.7576 1.1788 -0.4626 0.037
H 1.271 -1.409 1.166 1.0457 -1.5532 -0.3905 0.029
H 0.164 -0.294 1.970 0.9037 0.4636 -1.5853 0.098
H 3.045 -0.674 -0.290 -0.5067 0.7473 -0.9821 0.104
H 2.062 0.007 -1.663 -1.0683 -1.1098 -1.7146 0.050
H 3.135 0.989 -1.007 -0.0411 0.3806 1.0435 0.088
H 0.196 2.142 0.539 -0.1334 -1.1457 0.2833 0.097
C -2.336 -0.827 0.220 -1.2035 -2.8817 0.6725 -0.010
C -1.666 0.444 -0.145 -0.8500 1.0332 -0.3876 -0.587
O -1.604 1.454 0.513 -0.3200 -0.7283 0.0289 0.087
O -1.328 0.474 -1.458 1.2294 -1.2686 0.0408 0.087
H -1.823 -1.539 0.874 0.7208 0.7933 0.3623 0.080
H -3.309 -0.744 0.754 0.5705 0.6327 -0.5733 0.106
H -2.499 -1.548 -0.621 -0.1313 1.1334 0.1225 0.096
H -1.024 -0.452 -1.657 -0.5588 1.2779 -0.2101 0.136
```
Positions in Å, forces in eV/Å.

Summary:
energy relative to the best compared isomer or geometry (same formula, charge and spin)	40.5	kcal/mol
E	-11488.4291	eV
E_HOMO	-8.76	eV
max |F|	0.062	Eh/bohr
SMILES	C=C(C)O.CC(=O)O

=====

Q: The lowest E belongs to which entry?
A: number 2